9 unconnected molecules or ions with the total composition C21H42Br6N6O3, computed with ωB97M-V/def2-TZVPD.

net charge	0
DFT total energy	-16823.63882	Eh
SMILES string	CN(C)C=O.CN(C)C=O.CN(C)C=O.BrCCBr.BrCCBr.BrCCBr.CC#N.CC#N.CC#N
multiplicity	1

Structure (XYZ):
```
78
Properties=species:S:1:pos:R:3:forces:R:3
C -0.0758 -4.5251 -0.1690 -2.422 0.270 -0.948
N 1.3059 -4.3415 -0.1765 3.079 -0.102 0.053
C 1.9998 -4.2938 1.1655 -1.891 -0.861 -1.160
C 2.1027 -4.2500 -1.3116 -1.083 0.151 1.665
O 3.3065 -4.1410 -1.2404 0.504 0.029 -0.381
H -0.4376 -5.5505 0.0580 0.410 0.383 0.336
H -0.4609 -4.3480 -1.1940 0.102 0.083 0.419
H -0.5583 -3.7732 0.5031 0.276 -0.758 -0.530
H 2.8519 -3.6585 1.0216 0.469 0.093 0.441
H 1.2215 -3.9009 1.8302 0.629 0.303 0.056
H 2.2236 -5.3210 1.5249 0.315 0.600 -0.384
H 1.5594 -4.2198 -2.2714 -0.183 -0.118 0.180
C 1.8956 1.6759 0.6049 -1.730 -1.110 -1.057
N 1.1174 1.0216 -0.4973 -2.071 -1.172 2.355
C -0.0119 0.1257 -0.0656 0.293 -0.471 -1.062
C 1.4832 0.9471 -1.7806 3.262 1.483 1.520
O 1.0114 0.2957 -2.6646 -1.286 -0.917 -1.143
H 2.8595 1.2583 0.7143 1.026 -0.419 0.156
H 1.3240 1.6754 1.5266 -0.162 -0.758 0.066
H 1.9062 2.6919 0.4109 0.690 2.242 -0.708
H -0.8797 0.2955 -0.7333 0.428 -0.039 0.365
H 0.2788 -0.9576 -0.1924 -0.192 1.029 0.239
H -0.3226 0.2961 0.9715 0.350 0.135 -0.306
H 2.4612 1.5068 -1.8769 -0.657 -0.041 -0.465
C -3.8707 -3.7276 3.2630 -0.485 -0.158 -0.450
N -2.7709 -3.0916 2.5576 -0.755 0.781 0.008
C -3.1514 -1.9553 1.6782 0.714 -0.972 -1.587
C -1.4744 -3.3014 2.8715 0.339 0.879 1.074
O -0.5340 -2.6101 2.4971 -0.511 -0.414 -0.206
H -4.5853 -2.9476 3.5106 -0.180 -0.042 0.116
H -3.6107 -4.2357 4.1696 0.701 0.014 0.606
H -4.3843 -4.5051 2.6850 0.077 0.335 -0.364
H -3.4258 -0.9739 2.1068 0.623 -0.582 0.548
H -2.2722 -1.8924 0.9817 -0.985 0.575 0.546
H -4.0431 -2.2201 1.0652 0.646 -0.215 0.424
H -1.3060 -4.0816 3.6510 -0.325 -0.025 -0.554
Br -3.7467 2.4880 -5.8700 -0.083 0.420 -0.431
C -4.6550 1.7007 -4.3657 0.509 -0.483 0.422
C -3.5854 0.8045 -3.7637 -1.104 -0.794 1.193
Br -4.3653 -0.1515 -2.1300 0.267 0.433 -0.734
H -5.5006 1.1360 -4.7195 -0.150 -0.226 -0.273
H -5.0372 2.4843 -3.7069 0.461 -0.133 -0.028
H -2.7690 1.3313 -3.3210 0.471 0.452 0.022
H -3.2285 -0.0171 -4.3874 -0.269 0.366 -0.067
Br -1.2171 3.4113 2.9494 -0.632 -0.193 -0.059
C -2.7277 2.1071 3.2296 1.580 -0.444 -1.652
C -3.4053 2.4961 4.4801 -0.090 -1.172 1.142
Br -5.0290 1.3819 4.6746 0.253 0.260 -0.073
H -2.1232 1.1797 3.2960 -0.872 0.354 0.073
H -3.3304 2.1016 2.2870 0.458 0.233 0.984
H -3.6965 3.5216 4.4937 -0.342 0.566 0.054
H -2.7977 2.2356 5.3696 -0.349 0.394 -0.607
Br -2.4723 3.3246 -0.8279 -0.423 -0.483 0.040
C -1.4780 4.9929 -0.8548 -0.459 0.052 -0.530
C -0.1437 4.6987 -1.5288 -0.286 0.406 -0.014
Br 0.9072 6.2640 -1.2267 0.688 0.786 -0.058
H -1.4731 5.3509 0.2040 0.302 -0.178 -1.149
H -2.0558 5.6451 -1.5651 0.522 -0.356 1.180
H -0.2906 4.6143 -2.6122 0.093 -0.201 0.390
H 0.4645 3.8820 -1.1512 -0.483 -0.197 0.130
C 2.3552 3.8051 3.5678 1.422 -0.849 -0.668
C 2.1250 5.0720 2.9292 -0.254 -1.249 0.822
N 1.8817 6.0829 2.4851 -0.382 2.046 -1.030
H 1.4220 3.3349 3.8843 0.235 -0.011 -0.169
H 3.0008 4.0020 4.4315 -0.128 -0.330 -0.109
H 2.9341 3.1864 2.8076 -0.801 0.366 1.204
C 6.0747 -1.6845 -1.8866 0.125 -0.699 0.834
C 5.1782 -0.7051 -1.2684 0.363 1.216 1.376
N 4.7056 0.1347 -0.6195 0.160 -1.254 -1.145
H 7.0383 -1.7181 -1.3598 -0.345 0.343 0.111
H 6.3030 -1.4266 -2.8950 -0.103 0.147 -0.868
H 5.6775 -2.7012 -1.7978 -0.226 0.232 -0.241
C 3.4065 -1.6277 -4.1981 -0.360 1.978 -2.896
C 4.2550 -0.5103 -4.7248 -1.226 -2.291 0.722
N 4.9680 0.2795 -5.1148 1.158 1.499 -0.636
H 2.4208 -1.1290 -4.1091 0.266 -0.866 0.490
H 3.8726 -1.9131 -3.3119 0.126 -0.833 1.650
H 3.4046 -2.4319 -4.9680 -0.107 0.482 0.726
```
Forces are in eV/Å.



16 unconnected molecules or ions with the total composition C21H42Cl30N3, computed with ωB97M-V/def2-TZVPD.

net charge	+1
DFT total energy	-14795.00738	Eh
multiplicity	1

Structure (XYZ):
```
96
Properties=species:S:1:pos:R:3:forces:R:3
C -0.2674 -0.3069 1.6635 -0.863 -0.360 -0.590
C -1.4486 -0.2169 1.0262 0.665 -0.083 0.760
C -1.6934 -0.5654 -0.4264 -0.146 0.153 0.299
C -0.7468 0.2121 -1.3857 -0.245 0.161 -0.284
C 0.0262 -0.6445 -2.4060 0.188 0.474 -0.090
N 0.4385 -1.9837 -1.9044 -2.414 0.477 0.796
C -0.3171 -2.4855 -0.8835 0.409 0.008 -0.770
N 0.2449 -3.4455 -0.0859 -0.224 -0.352 -0.289
N -1.6279 -2.0464 -0.6878 0.485 -0.065 0.485
H -0.0041 0.3176 2.5114 -0.442 -0.636 0.434
H 0.4820 -1.0330 1.3483 0.383 0.697 -0.416
H -2.3100 0.1500 1.5823 0.355 0.658 -0.453
H -2.7183 -0.2582 -0.6503 0.081 -0.365 0.061
H -1.3603 0.9004 -1.9784 0.157 -0.054 0.113
H -0.0639 0.8523 -0.8192 0.010 -0.358 -0.050
H -0.4787 -0.7220 -3.3765 -0.137 -0.218 0.282
H 0.9587 -0.1080 -2.6132 -0.031 -0.210 -0.099
H 0.3829 -2.6710 -2.6672 1.787 -0.402 0.175
H 0.1909 -4.4275 -0.3122 -0.410 -0.145 0.158
H 0.8055 -3.2000 0.7126 0.365 0.181 -0.243
H -2.1774 -2.2500 -1.5223 0.245 0.199 -0.246
C 3.0700 2.8681 -3.3907 0.035 0.002 -0.059
Cl 3.9145 1.3926 -2.8997 -0.051 0.061 -0.067
Cl 1.3981 2.8981 -2.8047 -0.012 0.009 0.016
H 3.5933 3.7194 -2.9723 -0.012 -0.014 0.046
H 3.0596 2.9210 -4.4725 -0.048 -0.049 -0.002
C 4.0076 -2.2387 -1.8961 -0.171 0.153 0.252
Cl 5.5878 -1.5451 -2.2265 0.168 -0.108 -0.129
Cl 3.5507 -3.5229 -3.0281 0.039 -0.023 0.013
H 4.0112 -2.6437 -0.8899 0.045 -0.078 -0.031
H 3.2759 -1.4446 -1.9786 -0.051 0.035 -0.028
C -4.9388 1.5679 2.4421 -0.065 0.094 0.150
Cl -3.4274 2.4753 2.3558 -0.074 0.043 0.028
Cl -5.0183 0.2830 1.2150 -0.039 -0.020 -0.009
H -5.0153 1.1069 3.4195 0.071 -0.074 -0.032
H -5.7608 2.2513 2.2715 0.019 0.012 -0.098
C -6.9536 4.9448 0.7723 -0.054 0.141 -0.058
Cl -6.6136 4.9032 2.5044 -0.144 -0.128 -0.026
Cl -6.1717 3.6140 -0.0915 -0.016 -0.114 0.016
H -8.0241 4.8690 0.6245 0.002 -0.072 0.020
H -6.5783 5.8798 0.3728 0.077 -0.014 0.032
C 1.1164 -5.2155 -5.7057 0.299 -0.206 -0.208
Cl 0.2609 -4.1539 -4.5666 -0.313 0.008 0.008
Cl 0.8366 -6.9282 -5.3951 -0.021 0.157 0.045
H 0.7616 -4.9941 -6.7046 -0.101 0.084 0.052
H 2.1763 -5.0071 -5.6210 -0.001 -0.011 0.074
C 3.8222 2.0381 0.7224 0.084 -0.025 -0.058
Cl 5.1347 0.9330 0.3007 -0.079 0.140 0.095
Cl 2.3090 1.1672 1.0680 0.194 0.106 -0.095
H 4.1156 2.5963 1.6025 -0.044 -0.054 0.058
H 3.6384 2.7041 -0.1127 -0.008 -0.078 -0.064
C 6.8333 -2.1759 1.4294 0.132 0.078 -0.011
Cl 7.7300 -3.6120 1.9217 0.061 0.053 -0.182
Cl 5.1550 -2.2193 2.0014 -0.100 -0.047 0.002
H 7.3099 -1.3034 1.8611 -0.045 0.001 0.056
H 6.8285 -2.1138 0.3475 -0.055 -0.065 -0.001
C -5.1098 5.4094 -3.7212 0.228 0.009 0.002
Cl -3.5555 5.9834 -4.3430 0.018 -0.045 0.012
Cl -5.5711 6.2482 -2.2327 0.038 0.168 -0.114
H -5.8669 5.5881 -4.4695 0.032 0.106 -0.050
H -5.0286 4.3506 -3.5064 0.009 0.010 0.052
C 6.2410 1.9900 4.2710 -0.044 -0.021 -0.028
Cl 7.5095 0.8304 3.8598 0.028 -0.036 -0.028
Cl 6.1982 3.3470 3.1306 -0.004 0.013 0.050
H 5.2852 1.4807 4.2432 0.013 -0.021 -0.042
H 6.4387 2.3785 5.2613 0.073 0.031 -0.020
C 6.7422 -1.4769 6.9980 0.070 -0.088 -0.069
Cl 7.7307 -1.8916 8.3957 -0.002 -0.016 -0.019
Cl 6.1113 0.1768 7.0976 -0.101 0.008 0.086
H 7.3513 -1.5532 6.1047 0.026 0.051 0.008
H 5.9030 -2.1594 6.9502 -0.031 0.019 0.049
C -7.5346 -0.4348 -1.6694 0.048 -0.055 -0.004
Cl -8.6420 -1.8062 -1.7573 0.026 -0.011 -0.005
Cl -8.3818 1.1159 -1.6654 0.010 0.028 0.006
H -6.9644 -0.5079 -0.7512 -0.058 0.018 0.041
H -6.8807 -0.4641 -2.5332 -0.050 0.011 -0.036
C -4.7089 8.7492 3.0592 0.016 0.013 0.028
Cl -5.7394 8.7594 1.6189 -0.009 0.026 -0.018
Cl -4.2959 7.1067 3.5594 0.164 0.113 0.085
H -3.7945 9.2823 2.8302 0.006 -0.033 -0.056
H -5.2430 9.2332 3.8676 -0.056 -0.038 -0.014
C 1.3738 -8.1947 -1.7939 0.057 -0.128 -0.090
Cl 0.3155 -7.3145 -0.6705 -0.032 0.174 0.056
Cl 1.1581 -9.9354 -1.6430 0.024 0.016 -0.015
H 1.1144 -7.8995 -2.8021 -0.033 0.035 0.017
H 2.4040 -7.9491 -1.5662 -0.023 0.025 0.075
C 7.4508 -6.1403 5.3099 0.047 -0.075 0.028
Cl 8.3433 -6.3008 6.8226 -0.001 -0.014 -0.014
Cl 6.7783 -4.5157 5.1036 -0.106 -0.017 0.076
H 8.1267 -6.3358 4.4859 0.026 0.056 0.009
H 6.6332 -6.8507 5.3116 -0.031 0.035 0.040
C -9.1382 3.4328 -4.4825 -0.060 -0.027 -0.045
Cl -8.8741 3.4173 -6.2290 -0.006 -0.021 0.007
Cl -8.1218 4.6371 -3.6725 -0.315 -0.151 0.136
H -10.1764 3.6743 -4.2888 0.010 0.069 -0.034
H -8.8922 2.4563 -4.0849 0.056 0.007 -0.005
```
Forces are in eV/Å.



A molecular structure, C21H42ClNa2O25, computed with ωB97M-V/def2-TZVPD.

net charge	+1
DFT total energy	-3490.89036	Eh
ΔE to the lowest compared entry with this formula, charge and spin	0.0	kJ/mol
multiplicity	1

Structure (XYZ):
```
91
Properties=species:S:1:pos:R:3:forces:R:3
Na 3.1320 0.3713 2.4617 0.062 -0.585 -0.253
Na -1.3827 0.9811 -2.3841 0.408 0.096 -0.062
Cl 0.7439 -0.0938 -0.0472 1.384 0.057 0.587
O -0.5972 -0.5843 -0.1001 -0.597 0.101 -0.121
O 1.1215 0.4278 -1.3409 -0.239 0.120 -0.153
O 0.8818 0.9645 0.9474 -0.130 -0.112 -0.031
O 1.6463 -1.1638 0.3364 -0.073 0.199 -0.165
C -2.6903 2.2140 1.8165 -0.732 0.027 -0.068
O -1.9185 3.3221 1.3641 0.932 0.564 0.026
C -1.3601 3.2486 0.1616 -1.575 -1.411 0.112
O -1.8561 2.6271 -0.7642 0.445 -0.207 -0.391
O -0.2543 3.9045 0.1495 0.931 1.299 0.954
C 0.5644 4.0095 -0.9862 0.642 0.072 -0.755
H -3.0700 2.5116 2.7911 0.103 -0.036 0.011
H -2.0679 1.3258 1.9141 0.029 0.025 -0.113
H -3.5417 2.0461 1.1595 0.148 -0.162 -0.027
H -0.0143 4.0595 -1.9040 -0.097 -0.262 -0.076
H 1.2943 3.1999 -0.9882 -0.317 -0.333 -0.164
H 1.1619 4.9182 -0.9185 -0.348 0.165 0.312
C 2.1392 2.8219 -4.2167 -0.487 0.490 0.118
O 1.3891 2.8840 -5.4319 0.103 -0.317 -0.391
C 0.0740 2.7781 -5.3726 -0.093 0.415 -0.187
O -0.5884 2.4961 -4.3968 -0.002 -0.267 0.177
O -0.4053 3.0952 -6.5737 0.531 -0.044 0.313
C -1.7983 3.0109 -6.7663 -1.137 -0.698 -0.092
H 3.1368 3.1480 -4.4895 0.063 -0.191 0.051
H 2.1242 1.8392 -3.7488 -0.007 -0.071 -0.164
H 1.6876 3.5522 -3.5513 0.182 -0.017 0.349
H -2.3898 3.6805 -6.1402 0.378 0.227 0.002
H -2.1690 2.0009 -6.5601 0.207 0.035 0.047
H -1.9857 3.2024 -7.8190 0.141 0.217 0.061
C -3.7731 -1.3869 -0.4023 -0.180 0.641 -0.784
O -4.2919 -0.2060 0.2354 -0.189 -0.277 -0.679
C -5.5536 -0.3207 0.6609 -0.525 0.831 0.228
O -6.3645 -1.1215 0.3101 -0.112 -0.617 -0.191
O -5.7587 0.6678 1.5299 0.497 -0.121 0.264
C -7.0818 0.8323 2.0442 -0.305 0.766 -0.423
H -4.4647 -1.7657 -1.1527 -0.195 -0.131 0.290
H -3.5329 -2.1200 0.3614 -0.071 -0.191 -0.476
H -2.8988 -1.0239 -0.9376 0.249 -0.319 0.294
H -7.6444 -0.0956 2.0760 0.148 -0.040 0.042
H -7.5643 1.5593 1.3857 -0.281 -0.250 0.031
H -6.9975 1.3135 3.0146 0.158 -0.308 0.106
C 4.8587 -0.8351 -0.9674 -0.149 -1.354 0.812
O 6.1503 -0.2947 -0.6537 -0.139 0.214 -1.258
C 6.2478 0.2455 0.5356 0.546 -0.925 0.113
O 5.3990 0.2033 1.3920 -1.210 0.517 0.727
O 7.4677 0.7021 0.6941 0.747 0.253 -0.392
C 7.7577 1.3744 1.8936 0.039 0.462 2.106
H 4.7414 -1.1761 -1.9933 0.597 0.968 -0.333
H 4.0886 -0.1480 -0.6353 -0.204 -0.146 -0.247
H 4.7934 -1.8002 -0.4486 -0.348 0.379 0.432
H 8.7923 1.3044 2.2310 0.267 -0.227 -1.091
H 7.2548 0.9392 2.7630 -0.483 -0.015 -0.404
H 7.5096 2.4339 1.8488 -0.145 -0.042 -0.267
C 5.2955 -3.4637 4.0222 0.387 -0.230 0.063
O 3.9695 -3.8996 3.7137 -0.277 -0.469 -0.338
C 3.0535 -2.9565 3.6552 0.563 0.442 0.119
O 3.3171 -1.7845 3.8203 -0.231 1.247 -0.275
O 1.8761 -3.4545 3.4032 -0.210 -0.683 -0.006
C 0.7813 -2.5953 3.1421 -1.072 0.707 -0.818
H 5.3850 -3.4499 5.1062 0.215 0.223 -0.029
H 5.5380 -2.5044 3.5712 -0.248 0.078 0.165
H 5.9771 -4.1983 3.6013 -0.173 -0.195 0.101
H 0.4315 -2.7725 2.1238 0.169 -0.288 0.031
H 0.9952 -1.5283 3.1623 0.405 -0.142 0.400
H -0.0599 -2.7836 3.8035 0.321 -0.221 0.333
C -2.2301 -0.7346 6.9652 -0.148 -0.887 -0.290
O -1.8162 -0.8829 5.5997 0.739 0.505 -0.063
C -2.7330 -1.0853 4.6625 -0.405 -0.560 0.162
O -3.8802 -1.3851 4.8662 -0.007 0.245 -0.435
O -2.1171 -0.9824 3.4812 0.565 0.422 0.273
C -2.8094 -1.3182 2.2846 -0.256 -0.643 0.671
H -3.1267 -1.3308 7.1233 -0.188 0.327 0.079
H -2.3625 0.3186 7.1904 -0.087 -0.003 0.096
H -1.4385 -1.1912 7.5534 0.107 0.297 0.070
H -3.4875 -0.5356 1.9458 0.496 -0.126 0.596
H -3.3690 -2.2399 2.4657 -0.106 0.045 -0.090
H -2.0416 -1.5108 1.5381 0.034 0.217 0.202
C -2.3397 -1.4582 -5.9587 -0.196 -0.565 -0.092
O -1.2196 -2.2442 -5.5334 0.403 0.226 0.111
C -0.6310 -1.9161 -4.3901 -0.358 0.002 -0.349
O -0.9552 -0.9712 -3.6971 0.137 0.054 0.191
O 0.3226 -2.8021 -4.1610 -0.249 0.485 0.001
C 1.1720 -2.6194 -3.0370 0.426 -0.760 1.154
H -2.6283 -1.9422 -6.8874 -0.200 0.095 0.034
H -2.1123 -0.4148 -6.1652 0.306 -0.008 0.260
H -3.1291 -1.5563 -5.2162 -0.106 0.191 -0.080
H 0.7984 -1.9975 -2.2268 -0.343 0.428 -0.555
H 2.1597 -2.2911 -3.3512 -0.099 0.168 -0.178
H 1.2720 -3.5983 -2.5641 0.119 -0.091 -0.323
```
Forces are in eV/Å.